Version 1
The following is a quantum chemistry calculation of a 3-piece molecular cluster, C2H3Cl2NO2 overall, from OMol25.

The SMILES is [H]/N=C\Cl.O=C=O.Cl. Its frontier orbital gap is 11.0446 eV. The value obtained for the HOMO energy is -0.3858 Eh.

Last column: Löwdin charge in e.
Positions of all 10 atoms, in Å:
Cl1 1.941 2.606 -0.316  0.3345
Cl2 -0.193 0.402 0.935  0.6313
O1 -1.952 -2.109 2.070  0.2042
O2 -0.139 -2.815 0.872  0.1788
N1 -0.087 -0.291 -1.589  0.0791
C1 -1.085 -2.443 1.408  -0.5188
C2 -0.314 0.566 -0.782  -0.7777
H1 2.486 3.764 -0.343  -0.2302
H2 -0.646 1.588 -0.931  0.0399
H3 -0.011 -1.268 -1.322  0.0588

---

Version 2
The following is a quantum chemistry calculation of a 3-piece molecular cluster, C2H3Cl2NO2 overall, from OMol25.

The SMILES is [H]/N=C\Cl.O=C=O.Cl. Its frontier orbital gap is 11.2826 eV. The value obtained for the HOMO energy is -0.3936 Eh.

Last column: Löwdin charge in e.
Positions of all 10 atoms, in Å:
Cl1 -1.686 0.203 1.068  0.5399
Cl2 0.661 0.867 -1.232  0.3052
O1 -3.396 -0.154 3.815  0.1960
O2 -1.226 0.417 4.253  0.1788
N1 0.458 -1.485 1.423  0.0428
C1 -0.527 -1.176 0.803  -0.7263
C2 -2.292 0.062 4.021  -0.5234
H1 0.791 0.364 -2.417  -0.2151
H2 -0.951 -1.877 0.081  0.0691
H3 0.916 -0.731 2.106  0.1330

---

If you had to bet on the most stable structure above, which would it be? Bet on version 1.